8
Properties=species:S:1:pos:R:3:forces:R:3:nbo_charge:R:1 method="wB97M-V/def2-TZVPD" de_lowest_kcal_mol=75.43 gap_ev=6.43 homo_ev=-8.24
N 0.868539 -1.684206 0.151128 1.07 0.55 0.19 -1.1329
N 0.387185 0.914501 0.062770 0.06 0.90 0.34 -1.4563
N -2.086142 1.744640 -0.127284 0.58 0.11 0.14 -1.1507
P -0.173262 -2.706996 0.052340 -1.17 -0.14 -0.27 1.1669
P -0.581803 2.233582 0.159535 -0.35 -2.40 -0.45 1.3031
P 1.503571 -0.077270 0.630955 0.84 0.48 -1.32 1.0793
I -2.496666 -0.252524 -0.452036 0.24 0.45 0.18 0.2594
H 2.578580 -0.171726 -0.477411 -1.27 0.04 1.21 -0.0688

63
Properties=species:S:1:pos:R:3:forces:R:3:nbo_charge:R:1 method="wB97M-V/def2-TZVPD" de_lowest_kcal_mol=62.82 gap_ev=10.01 homo_ev=-10.10
S 0.526530 0.229617 -0.069700 -1.48 2.16 0.82 -0.3370
H 3.071238 -0.560814 -2.312018 1.09 0.39 0.54 0.5053
H 0.580938 1.545852 -0.626062 0.27 -2.12 0.27 0.1706
H -2.321634 2.611050 0.265478 1.28 1.91 -0.98 0.5177
H -1.924264 4.145439 -0.366130 -0.06 -0.96 0.33 0.4797
O -1.560708 3.322153 0.014384 -1.30 -1.12 0.13 -1.0641
H -0.037115 -2.930350 1.475557 0.59 0.43 1.05 0.5010
H 0.363966 -3.322469 -0.025879 -0.59 0.30 1.13 0.4962
O -0.320924 -3.355746 0.689075 0.48 -0.82 -2.45 -0.9712
H 1.253140 0.267046 3.649509 2.92 -2.42 -0.90 0.5112
H 2.955300 -1.400612 3.337035 -0.20 1.52 -1.30 0.4856
O 2.644164 -0.555198 2.910845 -1.01 -1.88 3.41 -1.0052
H -0.831714 0.588382 -3.947816 -0.22 -0.77 0.21 0.4967
H -2.199864 -0.188807 -3.999076 2.24 -0.43 0.66 0.5107
O -1.212438 -0.302668 -3.769607 -1.75 1.63 -1.09 -0.9883
H -3.467457 1.382942 1.511630 0.02 -1.06 1.82 0.4907
H -3.844295 0.927071 -0.020032 1.50 1.99 1.83 0.5373
O -3.479503 1.665913 0.630004 -1.49 -0.73 -3.65 -0.9781
H 1.016741 1.813019 3.421279 -0.17 -1.85 0.60 0.4927
H -1.032555 0.189252 2.485203 -0.57 0.74 0.62 0.5022
O 0.665450 0.947040 3.781217 -2.58 4.50 0.14 -0.9900
H 1.886776 -2.160122 -2.438179 0.10 -1.59 0.65 0.5142
H 2.859503 -3.186027 -1.639476 3.05 -9.06 0.37 0.4692
O 2.532526 -2.423292 -1.758312 -3.20 10.00 -0.32 -0.9979
H -3.868730 -1.167026 1.877601 -0.39 0.29 0.63 0.4792
H -2.578492 -0.709016 1.289300 2.23 3.00 0.41 0.4897
O -3.178307 -1.384520 1.269005 -2.39 -3.66 -1.70 -0.9712
H -1.817436 -2.332284 2.605879 0.30 1.63 0.62 0.4665
H -2.519050 -3.361098 1.983293 1.24 -0.50 1.86 0.4728
O -1.876578 -3.258135 2.768249 -1.74 -1.18 -1.71 -0.9415
H -0.251424 -1.644774 -3.055799 -1.16 0.33 0.27 0.4963
H -0.867393 -2.782559 -1.941249 2.04 1.25 -2.35 0.5300
O -0.056320 -2.446320 -2.572829 -1.39 -1.94 2.08 -1.0712
H -0.806203 1.619428 4.356225 -0.95 0.77 0.86 0.5018
H -1.154096 2.920267 3.757823 -0.44 0.12 0.71 0.4748
O -1.529535 2.321706 4.444750 1.37 -0.56 -1.26 -0.9775
H 0.163682 3.297179 1.555893 0.06 -0.82 -1.08 0.4726
H -1.117327 3.990715 1.981142 0.82 -0.04 -0.51 0.4927
O -0.153258 3.961822 2.137078 -0.61 0.93 1.89 -0.9597
H 1.310703 -0.517070 -0.786875 0.84 -0.12 -1.11 0.1556
H -2.123401 1.129852 3.239555 0.81 -0.76 -0.22 0.5110
O -1.984997 0.319305 2.674933 0.12 0.37 0.12 -1.0429
H -2.442448 -4.403642 -1.160670 -0.30 -0.67 -0.62 0.4779
H -1.855271 -3.466176 -0.139238 -0.54 0.55 -2.19 0.5157
O -2.253333 -3.473183 -1.100616 0.97 0.36 2.52 -0.9800
H 4.835506 0.115155 0.597982 1.35 -0.35 -0.39 0.4717
H 4.571856 -0.498748 -1.898872 -0.32 -0.08 -0.13 0.4776
O 3.731378 -0.033138 -1.796928 -0.57 -0.09 -1.30 -0.9665
H 3.440933 -0.060855 -0.064072 0.50 0.11 -0.64 0.5081
H 2.997330 -0.369704 2.066117 1.42 0.08 -1.85 0.5126
O 3.922547 0.283038 0.694896 -1.65 0.48 1.67 -0.9784
H -2.860462 -0.756037 -1.229405 -0.55 0.02 -0.10 0.4935
H -2.088265 0.420406 -1.662500 -0.56 0.25 -0.02 0.4912
O -3.021973 0.139441 -1.579104 0.83 -0.59 0.15 -0.9672
H 1.613655 3.388330 -0.831489 -4.54 -2.90 0.93 0.4490
H 2.626122 4.144833 -0.167725 0.38 0.22 -0.10 0.4737
O 2.326935 3.866607 -1.038737 4.10 2.73 -0.89 -0.9206
H 1.514223 -2.173166 -4.073904 0.18 0.48 -0.69 0.4817
H 1.031930 -0.807755 -4.511435 -0.16 0.31 -0.14 0.4867
O 1.844708 -1.288839 -4.340236 -0.04 -0.94 0.38 -0.9561
H 2.060148 2.125349 -3.119618 0.90 2.01 1.36 0.4817
H 2.611469 0.916272 -3.842920 0.27 -0.04 0.06 0.4881
O 1.812574 1.392440 -3.618174 -1.34 -1.78 -1.38 -0.9686

77
Properties=species:S:1:pos:R:3:forces:R:3:mulliken_spin:R:1 method="wB97M-V/def2-TZVPD" de_lowest_kcal_mol=18.99 gap_ev="7.72 / 7.18" homo_ev="-7.59 / -7.47" multiplicity=3
Ni 0.101005 1.480066 -0.434262 -0.61 1.22 -0.90 1.5927
C 1.955424 -1.331862 0.211223 0.09 -0.13 0.02 0.0236
N 0.558882 -1.082478 0.618052 -0.04 0.46 -0.20 0.0229
P 0.369422 0.378824 1.556316 -0.87 -1.03 0.76 0.0277
C -1.391014 0.246452 2.067478 0.07 0.14 -0.02 0.0009
C -1.918327 -0.912691 2.632366 0.00 0.06 -0.03 -0.0130
C -3.262033 -0.969241 2.961890 0.02 -0.11 0.04 0.0013
C -4.077871 0.135687 2.757548 -0.03 0.05 0.00 -0.0013
C -3.553446 1.300185 2.216974 -0.04 0.01 0.05 -0.0013
C -2.212997 1.355408 1.869754 0.16 -0.13 -0.02 0.0294
C 1.117132 -0.066774 3.161862 0.31 0.34 -0.13 0.0193
C 1.328522 0.952164 4.087170 0.02 0.07 -0.10 0.0137
C 1.728254 0.650205 5.379038 0.01 -0.01 0.06 0.0002
C 1.919131 -0.671936 5.753854 0.00 -0.02 -0.04 0.0018
C 1.730901 -1.688435 4.827272 0.02 0.00 0.07 0.0003
C 1.336186 -1.388993 3.533022 0.03 -0.06 -0.12 0.0074
P -0.703717 -0.977034 -0.626072 0.69 -0.98 0.00 -0.0378
C -1.592208 -2.534894 -0.281611 -0.45 0.28 -0.03 -0.0037
C -1.044599 -3.611122 0.406795 0.12 0.01 0.06 0.0023
C -1.806947 -4.743529 0.649003 -0.05 -0.06 -0.01 0.0002
C -3.122609 -4.808307 0.209121 -0.03 0.02 -0.01 0.0006
C -3.680679 -3.733033 -0.467579 0.02 -0.04 0.00 0.0002
C -2.917444 -2.601138 -0.707924 0.05 0.05 -0.03 0.0035
C 0.156573 -1.405431 -2.185262 -0.17 0.33 -0.07 -0.0028
C 0.317219 -0.356378 -3.096162 -0.10 -0.11 0.10 -0.0043
C 0.977732 -0.559560 -4.298460 0.03 -0.04 -0.05 0.0013
C 1.475918 -1.815411 -4.604831 -0.02 0.08 -0.04 -0.0004
C 1.276138 -2.874222 -3.729176 0.02 -0.12 0.00 0.0007
C 0.610215 -2.676702 -2.531187 0.10 -0.03 0.09 0.0002
H 2.622417 -1.071552 1.036064 -0.02 -0.06 -0.01 0.0005
H 2.272282 -0.753756 -0.661559 -0.05 0.01 0.03 -0.0159
H 2.091113 -2.389686 -0.018709 0.00 0.01 0.02 -0.0012
H -1.279221 -1.768907 2.801685 -0.01 -0.06 -0.01 -0.0002
H -3.675247 -1.879776 3.377598 0.01 0.01 0.01 0.0000
H -5.125026 0.089868 3.028642 0.00 -0.01 -0.03 0.0000
H -4.188665 2.162200 2.058321 0.01 0.00 -0.01 -0.0002
H -1.799099 2.245874 1.414325 -0.08 0.05 -0.03 -0.0154
H 1.171241 1.984573 3.794368 0.01 0.00 0.02 0.0010
H 1.894140 1.443549 6.096017 -0.03 0.02 -0.02 0.0000
H 2.220643 -0.911200 6.765201 0.02 0.01 0.00 0.0002
H 1.889512 -2.719463 5.116196 0.01 0.00 -0.02 0.0000
H 1.195206 -2.182386 2.809313 -0.04 0.00 0.01 0.0010
H -0.023495 -3.563711 0.767371 -0.02 0.06 0.01 0.0010
H -1.379865 -5.579400 1.188530 0.03 0.01 -0.02 0.0000
H -3.715259 -5.694117 0.398201 0.01 0.00 0.02 0.0000
H -4.711329 -3.772839 -0.795466 0.01 0.01 -0.02 0.0000
H -3.350642 -1.748653 -1.220500 -0.04 -0.03 0.01 -0.0009
H -0.117378 0.612225 -2.878300 0.06 0.10 0.02 0.0122
H 1.084912 0.256236 -5.001089 0.03 0.03 0.03 0.0000
H 2.005107 -1.974758 -5.535611 -0.02 -0.02 -0.01 -0.0001
H 1.634393 -3.861360 -3.992478 0.01 0.00 0.04 0.0000
H 0.447754 -3.514063 -1.862793 0.00 0.01 -0.01 0.0003
C -0.920419 4.224948 -2.707339 -0.01 -0.22 0.22 0.0078
C -1.733366 3.672518 -1.524132 -0.20 0.61 -0.11 -0.0390
C -1.573730 4.629291 -0.329948 0.07 -0.29 -0.09 0.0120
C -3.212099 3.612052 -1.934418 0.21 -0.06 0.09 0.0131
O -1.339980 2.380602 -1.180983 0.60 -0.74 0.43 0.2061
H -1.353574 5.160099 -3.068160 -0.01 -0.02 -0.01 -0.0006
H -0.915180 3.496579 -3.520592 0.00 0.02 -0.02 -0.0010
H 0.107908 4.410294 -2.402637 0.08 -0.01 -0.06 0.0023
H -1.677124 5.667280 -0.648391 -0.04 0.03 0.06 0.0000
H -0.578471 4.493141 0.102123 0.01 0.09 0.00 -0.0020
H -2.321220 4.420094 0.439581 0.02 0.00 0.01 -0.0013
H -3.587725 4.614440 -2.148622 -0.07 -0.02 -0.02 0.0025
H -3.801432 3.167035 -1.130480 -0.02 0.02 0.00 -0.0020
H -3.318888 2.990744 -2.824979 -0.04 0.01 -0.01 -0.0009
Se 2.018260 2.730112 -0.978798 0.28 0.38 -0.28 0.1042
C 3.547728 1.650011 -1.389134 -0.16 -0.03 0.39 0.0055
C 3.904303 1.348631 -2.697700 -0.05 -0.03 0.05 0.0163
C 5.071204 0.633969 -2.923234 0.01 -0.01 0.00 -0.0046
N 5.879040 0.210731 -1.955476 0.14 -0.08 -0.05 0.0114
C 5.535355 0.507430 -0.705159 -0.04 0.02 0.07 -0.0054
C 4.394367 1.219580 -0.369517 0.04 -0.11 -0.16 0.0060
H 3.280783 1.669210 -3.519757 -0.01 0.01 -0.05 0.0013
H 5.382398 0.390139 -3.934377 -0.07 0.01 -0.01 -0.0003
H 6.214845 0.161529 0.067839 -0.03 0.01 0.02 -0.0003
H 4.158740 1.440797 0.662723 0.04 0.02 0.03 0.0008

13
Properties=species:S:1:pos:R:3:forces:R:3:nbo_charge:R:1 method="wB97M-V/def2-TZVPD" total_charge=+1 de_lowest_kcal_mol=62.60 gap_ev=10.59 homo_ev=-15.20
C 1.674241 -0.241721 2.163369 -1.53 -1.67 -1.54 0.1176
C 0.291464 -0.937806 0.239197 -2.99 1.11 -3.39 0.6415
C -0.253126 0.458293 -0.369675 -2.80 -1.25 2.45 -0.2968
N 1.070108 -0.694335 1.160702 2.45 -0.02 2.97 -0.3645
N -1.223798 0.018535 -1.409339 0.46 -1.95 3.11 -0.7600
O -0.111885 -1.968095 -0.358012 -0.07 1.07 -0.13 -0.5743
H 1.361951 -0.539792 3.118086 -0.65 0.17 1.51 0.2123
H 2.510965 0.319129 1.989470 2.46 1.21 -0.06 0.2014
H 0.533527 0.957722 -0.816390 1.65 0.95 -0.85 0.2334
H -0.676449 1.105097 0.492896 0.45 -1.10 -1.64 0.2458
H -2.200574 0.136027 -1.151310 0.11 0.44 -0.41 0.4349
H -0.968859 -1.254967 -1.164275 0.67 0.73 -0.27 0.4793
H -0.936994 0.404704 -2.262464 -0.22 0.31 -1.76 0.4294